{"formula": "C37H33FN4O13P2PtSSeSi", "method": "wB97M-V/def2-TZVPD", "elements": ["Pt", "O", "P", "O", "O", "O", "P", "O", "O", "O", "H", "H", "O", "Si", "C", "C", "C", "C", "C", "C", "C", "C", "C", "C", "C", "C", "C", "C", "C", "C", "C", "C", "H", "H", "H", "H", "H", "H", "H", "H", "H", "H", "H", "H", "H", "H", "H", "Se", "N", "C", "C", "C", "C", "C", "C", "N", "H", "H", "H", "H", "F", "C", "C", "N", "C", "C", "O", "O", "C", "O", "N", "C", "O", "H", "H", "H", "H", "C", "S", "O", "C", "C", "C", "C", "C", "C", "H", "H", "H", "H", "H", "H", "H", "H"], "coordinates": [[-0.692, 0.937, -0.266], [-1.922, 4.806, 0.007], [-2.218, 3.562, 0.933], [-2.655, 3.905, 2.282], [-1.034, 2.606, 0.820], [-3.484, 2.839, 0.109], [-3.250, 1.469, -0.645], [-4.624, 1.277, -1.409], [-2.975, 0.318, 0.275], [-2.114, 1.615, -1.665], [-1.256, 4.582, -0.668], [-5.253, 1.972, -1.221], [0.261, 0.227, 1.374], [1.200, 0.382, 2.616], [3.033, 0.521, 2.074], [4.098, 0.311, 2.942], [5.402, 0.444, 2.496], [5.654, 0.794, 1.180], [4.597, 1.008, 0.311], [3.294, 0.886, 0.759], [1.160, 1.924, 3.791], [0.834, 3.161, 3.277], [0.762, 4.251, 4.131], [1.047, 4.099, 5.476], [1.393, 2.857, 5.980], [1.453, 1.761, 5.135], [0.599, -1.033, 3.751], [-0.694, -0.926, 4.263], [-1.262, -1.967, 4.973], [-0.551, -3.140, 5.171], [0.731, -3.259, 4.662], [1.307, -2.208, 3.966], [3.915, 0.051, 3.974], [6.226, 0.288, 3.176], [6.672, 0.904, 0.834], [4.786, 1.286, -0.715], [2.469, 1.070, 0.087], [0.601, 3.274, 2.232], [0.475, 5.210, 3.734], [1.007, 4.951, 6.138], [1.609, 2.733, 7.032], [1.706, 0.789, 5.532], [-1.261, -0.025, 4.084], [-2.263, -1.875, 5.366], [-1.000, -3.960, 5.713], [1.286, -4.174, 4.808], [2.308, -2.305, 3.569], [2.403, -0.163, -2.807], [-0.070, -0.547, -1.282], [-0.598, -1.185, -2.366], [-1.986, -1.390, -2.451], [-2.511, -2.189, -3.439], [-1.672, -2.815, -4.368], [-0.320, -2.579, -4.353], [0.249, -1.708, -3.404], [1.542, -1.391, -3.548], [-2.614, -0.950, -1.691], [-3.577, -2.337, -3.498], [-2.094, -3.458, -5.123], [0.338, -3.022, -5.086], [-3.866, 1.658, -4.965], [-2.543, 1.447, -5.050], [-1.684, 2.344, -4.528], [-0.334, 2.191, -4.620], [0.538, 3.139, -3.970], [0.375, 2.984, -2.420], [-0.085, 3.925, -1.800], [0.723, 1.855, -1.987], [0.223, 1.070, -5.196], [1.420, 0.875, -5.245], [-0.683, 0.200, -5.749], [-2.078, 0.241, -5.713], [-2.739, -0.648, -6.191], [-2.044, 3.221, -4.012], [0.269, 4.158, -4.249], [1.565, 2.909, -4.258], [-0.283, -0.631, -6.171], [2.232, -3.579, -0.699], [1.330, -2.748, 0.645], [1.184, -0.738, -1.013], [-0.358, -3.106, 0.312], [-1.301, -2.492, 1.139], [-2.647, -2.731, 0.951], [-3.065, -3.580, -0.061], [-2.129, -4.181, -0.889], [-0.778, -3.954, -0.708], [2.152, -4.655, -0.572], [3.266, -3.260, -0.601], [1.851, -3.262, -1.666], [-0.971, -1.833, 1.922], [-3.366, -2.240, 1.586], [-4.116, -3.773, -0.204], [-2.451, -4.835, -1.684], [-0.071, -4.433, -1.364]], "total_charge": 0, "relative_energy_kcal_mol": 159.7, "max_force_ev_per_a": 4.2, "spin_multiplicity": 1, "gap_ev": [3.665, 3.511]}



{"formula": "C5H26N2O7", "method": "wB97M-V/def2-TZVPD", "elements": ["N", "C", "C", "C", "C", "C", "N", "H", "H", "H", "H", "H", "H", "H", "H", "H", "H", "H", "H", "H", "H", "O", "H", "H", "O", "H", "H", "O", "H", "H", "O", "H", "H", "O", "H", "H", "O", "H", "H", "O"], "coordinates": [[0.685, -0.731, -0.440], [1.613, -1.465, -1.407], [1.150, -1.330, -2.884], [-0.062, -0.249, -2.842], [-0.583, -0.534, -1.266], [-1.443, -1.809, -1.162], [-2.385, -1.699, 0.011], [1.005, 0.370, -0.309], [2.568, -1.307, -1.233], [1.442, -2.587, -1.120], [0.814, -2.344, -3.275], [1.892, -0.968, -3.585], [0.518, 0.630, -2.956], [-0.820, -0.480, -3.580], [-1.010, 0.338, -0.802], [-1.996, -1.949, -2.148], [-0.777, -2.643, -1.180], [-1.962, -2.053, 0.856], [-2.642, -0.661, 0.135], [3.126, 2.605, 0.479], [1.773, 2.159, 0.861], [2.643, 1.855, 0.522], [0.556, 2.202, 3.197], [0.388, 0.843, 2.782], [0.736, 1.338, 3.407], [-0.305, -0.803, 1.717], [-0.559, -1.364, 3.119], [-1.009, -1.089, 2.284], [1.573, -3.142, 0.319], [2.637, -2.430, 1.271], [2.186, -3.279, 1.180], [-0.286, 3.418, 0.024], [0.418, 3.754, -1.038], [0.336, 4.105, -0.235], [-1.564, 0.489, 2.388], [-1.943, 1.974, 2.998], [-2.265, 1.196, 2.391], [-2.397, 3.128, 0.000], [-2.238, 2.061, 1.157], [-1.813, 2.452, 0.363]], "total_charge": 1, "relative_energy_kcal_mol": 61.8, "max_force_ev_per_a": 6.3, "spin_multiplicity": 2, "gap_ev": [10.931, 5.437]}



{"formula": "C25H30Cl2CrF2N6PS", "method": "wB97M-V/def2-TZVPD", "elements": ["Cr", "F", "C", "C", "C", "C", "C", "F", "C", "C", "C", "C", "C", "C", "N", "H", "H", "H", "H", "H", "H", "Cl", "C", "C", "C", "C", "C", "Cl", "C", "S", "H", "H", "H", "N", "C", "C", "N", "H", "H", "H", "H", "H", "H", "H", "H", "C", "N", "C", "N", "C", "N", "C", "P", "C", "C", "H", "H", "H", "H", "H", "H", "H", "H", "H", "H", "H", "H", "H"], "coordinates": [[-1.718, 1.629, -0.232], [-0.768, 0.359, 5.005], [-1.614, 0.339, 3.968], [-1.197, 0.884, 2.765], [-2.037, 0.880, 1.655], [-3.314, 0.287, 1.796], [-3.688, -0.227, 3.038], [-4.904, -0.766, 3.206], [-2.862, -0.215, 4.142], [-4.174, 0.272, 0.603], [-5.405, -0.367, 0.473], [-6.101, -0.274, -0.719], [-5.569, 0.454, -1.773], [-4.337, 1.043, -1.598], [-3.652, 0.950, -0.446], [-0.197, 1.299, 2.758], [-3.186, -0.617, 5.090], [-5.813, -0.926, 1.297], [-7.058, -0.768, -0.822], [-6.088, 0.558, -2.714], [-3.858, 1.600, -2.392], [-0.915, -0.568, -0.816], [-0.362, -0.436, -2.485], [0.121, -1.584, -3.083], [0.586, -1.498, -4.386], [0.561, -0.280, -5.047], [0.053, 0.848, -4.421], [0.033, 2.328, -5.301], [-0.442, 0.805, -3.108], [-1.111, 2.249, -2.346], [0.094, -2.528, -2.555], [0.952, -2.379, -4.894], [0.922, -0.195, -6.063], [-2.471, 3.532, 0.214], [-1.342, 4.488, 0.283], [-0.258, 3.832, 1.115], [0.046, 2.500, 0.527], [-3.164, 3.836, -0.465], [-2.950, 3.511, 1.112], [-1.636, 5.441, 0.723], [-0.993, 4.672, -0.732], [-0.615, 3.668, 2.133], [0.631, 4.460, 1.163], [0.555, 1.925, 1.190], [0.642, 2.615, -0.287], [4.397, -3.107, 1.696], [3.336, -3.364, 0.607], [3.988, -3.069, -0.756], [4.506, -1.751, -0.790], [5.484, -1.554, 0.280], [4.901, -1.788, 1.599], [3.908, -0.772, 1.962], [2.465, -0.693, 0.789], [2.110, -2.521, 0.819], [3.457, -0.727, -0.785], [5.184, -3.841, 1.520], [3.919, -3.294, 2.657], [3.070, -4.350, 0.639], [3.220, -3.221, -1.514], [4.782, -3.806, -0.873], [5.864, -0.536, 0.232], [6.316, -2.243, 0.131], [4.396, 0.202, 2.005], [3.534, -0.980, 2.967], [1.395, -2.774, 0.035], [1.671, -2.801, 1.778], [3.918, 0.250, -0.940], [2.782, -0.896, -1.628]], "total_charge": 2, "relative_energy_kcal_mol": 8.4, "max_force_ev_per_a": 0.4, "spin_multiplicity": 2, "gap_ev": [7.282, 7.893]}



{"formula": "C30H37BBr2N3O6PS2SeTi", "method": "wB97M-V/def2-TZVPD", "elements": ["Ti", "C", "C", "S", "C", "C", "S", "H", "H", "H", "H", "H", "H", "Br", "C", "C", "C", "Br", "C", "C", "C", "C", "N", "C", "C", "O", "H", "H", "H", "H", "C", "C", "O", "P", "O", "C", "C", "O", "C", "C", "H", "H", "H", "H", "H", "H", "H", "H", "H", "H", "H", "H", "H", "H", "H", "O", "B", "O", "C", "C", "C", "C", "C", "C", "H", "H", "H", "H", "C", "N", "C", "C", "N", "C", "C", "Se", "H", "H", "H", "H", "H", "H", "H", "H"], "coordinates": [[-0.102, 0.358, 0.456], [0.707, 1.471, 5.095], [0.626, 1.512, 3.593], [-0.698, 0.647, 2.832], [1.528, 2.179, 2.848], [2.678, 2.930, 3.461], [1.420, 2.183, 1.097], [-0.183, 1.007, 5.515], [0.806, 2.468, 5.533], [1.570, 0.890, 5.436], [2.387, 3.492, 4.352], [3.109, 3.628, 2.744], [3.484, 2.254, 3.766], [0.117, -4.732, 0.196], [-1.378, -3.598, 0.025], [-2.634, -4.156, -0.279], [-3.740, -3.369, -0.409], [-5.412, -4.173, -0.812], [-3.649, -1.961, -0.239], [-4.730, -1.050, -0.338], [-4.517, 0.284, -0.143], [-3.212, 0.741, 0.143], [-2.198, -0.083, 0.235], [-2.392, -1.421, 0.055], [-1.210, -2.235, 0.202], [-0.100, -1.659, 0.525], [-2.711, -5.228, -0.400], [-5.717, -1.429, -0.570], [-5.318, 1.006, -0.216], [-3.003, 1.798, 0.272], [4.902, 2.093, -1.417], [3.599, 1.343, -1.556], [3.683, 0.168, -0.736], [2.320, -0.629, -0.359], [2.957, -1.655, 0.709], [2.633, -1.429, 2.099], [3.693, -2.104, 2.935], [2.115, -1.589, -1.633], [3.125, -2.448, -2.162], [3.649, -1.885, -3.466], [4.861, 3.025, -1.981], [5.740, 1.504, -1.788], [5.086, 2.333, -0.370], [3.421, 1.035, -2.589], [2.757, 1.954, -1.231], [1.637, -1.836, 2.286], [2.588, -0.353, 2.301], [3.685, -3.182, 2.772], [3.512, -1.916, 3.994], [4.683, -1.725, 2.682], [2.645, -3.418, -2.315], [3.923, -2.585, -1.427], [2.824, -1.694, -4.153], [4.338, -2.587, -3.940], [4.179, -0.949, -3.293], [-0.664, -0.136, -2.365], [-0.066, 1.020, -1.715], [0.760, 1.614, -2.721], [0.707, 0.838, -3.831], [1.370, 1.010, -5.026], [1.158, 0.039, -6.008], [0.313, -1.041, -5.783], [-0.361, -1.197, -4.570], [-0.141, -0.235, -3.609], [2.026, 1.855, -5.183], [1.665, 0.127, -6.959], [0.175, -1.777, -6.563], [-1.021, -2.032, -4.382], [-1.361, 4.484, 2.332], [-0.442, 4.970, 1.320], [0.823, 5.427, 1.585], [1.448, 5.570, 0.396], [0.554, 5.187, -0.574], [0.869, 5.066, -1.981], [-0.611, 4.812, -0.007], [-2.167, 4.287, -0.878], [-1.232, 5.088, 3.229], [-1.149, 3.432, 2.541], [-2.375, 4.588, 1.950], [1.171, 5.571, 2.589], [2.449, 5.870, 0.153], [1.426, 5.947, -2.298], [-0.067, 4.992, -2.530], [1.447, 4.158, -2.154]], "total_charge": -1, "relative_energy_kcal_mol": 6.3, "max_force_ev_per_a": 1.5, "spin_multiplicity": 2, "gap_ev": [6.290, 6.253]}



{"formula": "C20H15N4O3V", "method": "wB97M-V/def2-TZVPD", "elements": ["V", "O", "C", "N", "C", "C", "C", "C", "C", "C", "N", "C", "O", "C", "C", "C", "C", "C", "N", "C", "C", "C", "C", "C", "N", "H", "H", "H", "H", "H", "H", "H", "H", "H", "H", "H", "H", "C", "C", "O", "H", "H", "H"], "coordinates": [[0.057, 0.035, -0.095], [2.425, -1.564, 2.779], [1.895, -0.977, 1.838], [0.625, -1.110, 1.363], [-0.369, -1.978, 1.865], [-0.209, -2.957, 2.839], [-1.298, -3.745, 3.210], [-2.540, -3.555, 2.625], [-2.722, -2.567, 1.658], [-1.648, -1.775, 1.274], [-1.669, -0.708, 0.351], [-2.742, -0.252, -0.333], [-3.890, -0.693, -0.377], [-2.379, 1.043, -1.024], [-3.352, 1.830, -1.597], [-3.036, 3.103, -2.052], [-1.729, 3.559, -1.866], [-0.798, 2.722, -1.295], [-1.074, 1.453, -0.903], [2.633, 0.064, 1.050], [3.948, 0.357, 1.333], [4.613, 1.356, 0.635], [3.892, 2.038, -0.363], [2.590, 1.703, -0.613], [1.910, 0.724, 0.062], [0.761, -3.090, 3.292], [-1.166, -4.513, 3.965], [-3.377, -4.179, 2.916], [-3.687, -2.403, 1.204], [-4.351, 1.417, -1.656], [-3.787, 3.737, -2.507], [-1.431, 4.555, -2.163], [0.215, 3.065, -1.135], [4.422, -0.218, 2.117], [5.648, 1.594, 0.842], [4.350, 2.827, -0.945], [2.053, 2.196, -1.412], [1.003, -0.163, -3.077], [0.467, -0.870, -1.829], [0.301, -2.087, -1.861], [0.860, -0.794, -3.958], [2.074, 0.016, -2.932], [0.515, 0.805, -3.224]], "total_charge": -1, "max_force_ev_per_a": 1.7, "spin_multiplicity": 2, "gap_ev": [3.996, 4.920]}



{"formula": "C3HO2", "method": "wB97M-V/def2-TZVPD", "elements": ["C", "C", "C", "O", "O", "H"], "coordinates": [[0.753, -0.034, 0.050], [-0.042, -1.146, 0.054], [-0.079, 1.059, 0.032], [-1.239, -1.264, 0.032], [-1.246, 1.233, 0.041], [1.852, 0.153, -0.209]], "total_charge": -1, "relative_energy_kcal_mol": 32.3, "max_force_ev_per_a": 3.8, "spin_multiplicity": 1, "gap_ev": [6.573, 6.491]}



{"formula": "C39H48N4P3PdS2", "method": "wB97M-V/def2-TZVPD", "elements": ["Pd", "C", "C", "C", "P", "C", "C", "C", "C", "C", "C", "H", "H", "H", "H", "H", "H", "H", "H", "H", "H", "H", "H", "H", "H", "H", "H", "H", "H", "H", "H", "H", "C", "P", "C", "C", "C", "C", "C", "C", "C", "C", "C", "C", "C", "C", "P", "C", "C", "C", "C", "C", "C", "C", "C", "C", "C", "C", "C", "H", "H", "H", "H", "H", "H", "H", "H", "H", "H", "H", "H", "H", "H", "H", "H", "H", "H", "H", "H", "H", "H", "N", "C", "N", "C", "N", "S", "C", "N", "C", "C", "S", "H", "H", "H", "H", "H"], "coordinates": [[1.009, -0.125, -0.811], [-2.479, -0.058, -4.328], [-1.287, 0.324, -3.443], [-1.583, 1.654, -2.736], [-0.687, -0.967, -2.271], [0.254, -2.243, -3.236], [-0.260, -2.560, -4.640], [1.738, -1.864, -3.301], [-2.082, -1.845, -1.447], [-2.825, -2.869, -2.308], [-3.052, -0.863, -0.787], [-2.631, 0.733, -5.064], [-3.391, -0.120, -3.734], [-2.353, -0.992, -4.867], [-0.404, 0.474, -4.077], [-2.565, 1.636, -2.263], [-1.585, 2.461, -3.471], [-0.853, 1.899, -1.970], [0.158, -3.150, -2.630], [-0.143, -1.702, -5.302], [-1.304, -2.867, -4.650], [0.330, -3.378, -5.058], [1.891, -0.930, -3.844], [2.297, -2.649, -3.813], [2.191, -1.744, -2.310], [-1.567, -2.400, -0.658], [-3.327, -2.406, -3.156], [-3.588, -3.360, -1.699], [-2.158, -3.646, -2.686], [-3.689, -0.384, -1.531], [-2.544, -0.075, -0.231], [-3.705, -1.401, -0.098], [0.830, -3.587, 0.340], [1.367, -1.902, 0.776], [3.171, -1.816, 0.799], [3.789, -0.728, 1.420], [5.157, -0.547, 1.306], [5.920, -1.432, 0.558], [5.310, -2.499, -0.083], [3.940, -2.690, 0.028], [0.717, -1.617, 2.439], [1.508, -1.533, 3.580], [0.919, -1.291, 4.813], [-0.456, -1.153, 4.918], [-1.253, -1.259, 3.786], [-0.667, -1.479, 2.552], [1.754, -5.086, 0.960], [1.617, -4.895, 2.771], [2.799, -4.745, 3.489], [2.772, -4.640, 4.875], [1.561, -4.687, 5.546], [0.374, -4.832, 4.835], [0.402, -4.937, 3.456], [0.463, -6.347, 0.651], [-0.537, -6.224, -0.311], [-1.433, -7.261, -0.539], [-1.340, -8.436, 0.188], [-0.340, -8.574, 1.144], [0.556, -7.543, 1.367], [0.821, -3.651, -0.749], [-0.211, -3.629, 0.673], [3.204, -0.020, 1.990], [5.628, 0.292, 1.802], [6.988, -1.284, 0.468], [5.898, -3.189, -0.674], [3.483, -3.533, -0.472], [2.577, -1.675, 3.517], [1.540, -1.228, 5.697], [-0.909, -0.967, 5.883], [-2.327, -1.153, 3.862], [-1.293, -1.529, 1.666], [3.747, -4.729, 2.963], [3.698, -4.538, 5.427], [1.537, -4.617, 6.626], [-0.572, -4.872, 5.361], [-0.523, -5.080, 2.908], [-0.637, -5.321, -0.901], [-2.205, -7.147, -1.289], [-2.038, -9.244, 0.012], [-0.258, -9.489, 1.715], [1.330, -7.664, 2.117], [1.997, 1.362, -2.027], [1.597, 2.424, -2.336], [1.238, 3.582, -2.732], [0.474, 4.310, -1.943], [-0.214, 4.943, -1.256], [-0.303, 1.322, 0.640], [0.621, 2.685, 1.036], [0.075, 3.787, 1.510], [0.955, 4.947, 1.645], [2.354, 4.376, 1.824], [2.343, 2.801, 0.907], [-0.916, 3.926, 1.366], [0.655, 5.542, 2.506], [0.863, 5.546, 0.738], [2.583, 4.168, 2.868], [3.117, 5.027, 1.407]], "total_charge": 1, "relative_energy_kcal_mol": 0.0, "max_force_ev_per_a": 0.3, "spin_multiplicity": 3, "gap_ev": [7.882, 6.248]}



{"formula": "C7H13NO", "method": "wB97M-V/def2-TZVPD", "elements": ["H", "N", "C", "C", "C", "O", "C", "C", "C", "C", "H", "H", "H", "H", "H", "H", "H", "H", "H", "H", "H", "H"], "coordinates": [[-3.003, -1.100, 0.409], [-2.773, -0.550, 1.250], [-1.586, -0.060, 1.136], [-1.067, 0.799, 2.253], [-0.753, -0.366, -0.292], [-1.150, -1.685, -0.629], [0.724, -0.191, -0.095], [1.197, 1.254, 0.028], [1.443, -0.883, -1.421], [1.550, -0.328, -2.631], [-0.118, 0.403, 2.623], [-0.952, 1.829, 1.911], [-1.770, 0.806, 3.091], [-1.168, 0.313, -1.040], [-0.759, -2.293, 0.021], [1.089, -0.783, 0.751], [2.241, 1.358, -0.286], [1.172, 1.601, 1.063], [0.596, 1.931, -0.587], [1.852, -1.881, -1.265], [2.079, -0.830, -3.439], [1.153, 0.659, -2.852]], "total_charge": 0, "smiles": "[H]/N=C(/C)[C@H](O)[C@H](C)C=C", "relative_energy_kcal_mol": 48.3, "max_force_ev_per_a": 3.7, "spin_multiplicity": 1, "gap_ev": 10.179}